Entry 1:
Entry from OMol25: 2 unconnected molecules or ions with the total composition CH7N2O in a non-equilibrium geometry (ωB97M-V with the def2-TZVPD basis set).

Last column: Löwdin charge in e.
Geometry (Å):
N (0.3008, 0.0670, 0.2866)  0.27
C (1.3365, -0.2331, -0.8167)  0.08
H (0.9450, 0.6814, 0.7844)  0.19
H (0.9684, 0.1935, -1.8024)  0.24
H (2.9183, -1.0190, -1.4735)  0.22
H (-0.1630, -0.6107, 0.9317)  0.21
H (-2.8446, -0.0893, 1.4604)  0.05
H (-0.6108, 0.4669, 0.0312)  0.14
O (-2.3406, 0.3614, 0.8239)  -0.02
H (-2.9309, 1.0070, 0.3483)  0.12
N (2.4210, -0.8251, -0.5740)  0.49

The calculation puts the HOMO-LUMO gap (alpha / beta) at 0.3102 / 0.1449 Ha. As for the charge: +2. For the relative energy (zero: lowest compared OMol25 entry of this formula, charge and spin), the calculation gives 368.56 kJ/mol. For the HOMO energy (alpha / beta), the calculation gives -20.333 / -20.314 eV. The calculation puts the total energy at -6154.0140 eV. As for the spin multiplicity: 2. The value obtained for the maximum force is 0.0807 hartree/bohr.


Entry 2:
Entry from OMol25: a molecular structure, C24H42Cl3N4O3SSiTl in a non-equilibrium geometry (ωB97M-V with the def2-TZVPD basis set).

Last column: Löwdin charge in e.
Geometry (Å):
H (-1.8423, -2.9161, -4.9028)  0.06
C (-0.7816, 1.3326, -3.7972)  -0.19
C (-1.9215, -2.7218, 0.6056)  -0.04
H (3.6232, 0.1757, -2.5110)  0.08
C (-1.9663, 0.3822, 4.9730)  -0.05
H (0.6413, -2.5302, 5.5299)  0.10
H (1.5448, -1.8422, 4.1364)  0.07
Si (-0.0279, 2.2227, -2.3735)  0.44
H (1.8950, 2.6607, -3.8482)  0.04
H (-2.0076, -1.5841, -1.5868)  0.11
C (-1.0679, 4.6897, 3.1745)  -0.38
N (-0.5357, 5.8446, 2.7643)  -0.19
H (-0.2677, 7.2521, 1.2566)  0.09
Tl (0.4164, 2.3792, 1.6054)  0.16
H (-2.7121, -1.7738, -3.8520)  0.09
H (-0.0407, 0.7351, -4.3383)  0.04
C (3.0156, -3.0941, -1.9948)  -0.07
H (-1.1691, 2.1047, -4.4786)  0.05
C (1.6306, 2.9422, -2.8210)  -0.20
C (3.1366, -1.2174, -0.4113)  -0.34
C (-1.7305, -2.2209, -4.0735)  -0.05
C (-0.8472, -2.8009, -0.2819)  -0.13
C (-1.5756, -0.9211, 5.0347)  -0.02
C (0.2081, -3.6648, -0.0107)  -0.06
C (-0.7455, -4.2194, -2.9245)  -0.14
H (3.1960, -3.6653, -1.0747)  0.08
H (2.8971, -2.0113, 0.3335)  0.13
H (-2.7759, -3.4557, 2.4393)  0.09
H (-0.2747, -4.6497, -2.0473)  0.08
H (2.4309, 2.6214, -2.1448)  0.03
H (-0.4724, 4.4087, -1.2516)  -0.01
H (0.1604, -2.9419, 3.8685)  0.07
H (0.6334, 6.1998, 4.4489)  0.10
H (-1.0691, -1.3964, -4.3761)  0.06
C (-0.8826, -5.1458, -4.0794)  -0.12
H (2.0145, -3.3253, -2.3939)  0.08
H (-1.9625, 7.1115, 1.8413)  0.10
C (-0.9893, -2.0503, -1.6741)  -0.48
O (-0.0764, -1.1185, -1.9878)  -0.32
H (1.0720, -5.1008, 1.3347)  0.10
H (-0.4908, -6.1246, -3.7807)  0.06
H (-0.8217, -4.9093, 2.9815)  0.09
C (-0.8157, -4.3022, 2.0753)  -0.15
H (0.9880, 7.2116, 3.0097)  0.09
H (-1.2760, 5.8383, 0.7760)  0.08
N (-0.2897, -0.9673, 4.5082)  -0.10
H (1.5560, 4.0377, -2.7748)  0.03
H (-1.6128, 0.6840, -3.5063)  0.03
C (0.0857, 0.2737, 4.0793)  -0.72
Cl (1.5499, 4.4388, 0.7359)  0.08
C (-1.1814, -2.9553, -2.8977)  -0.24
H (1.0004, -3.7815, -0.7497)  0.07
C (0.7370, 6.2151, 3.3612)  -0.07
H (-1.9425, -5.2795, -4.3437)  0.08
H (3.7616, -3.3737, -2.7535)  0.09
H (-2.8514, 0.8648, 5.3292)  0.12
Cl (-2.1244, 2.4753, 1.4065)  0.07
H (3.8064, -1.2445, -3.5962)  0.08
O (3.4015, -0.0597, -0.0815)  -0.06
C (0.2362, -4.4223, 1.1649)  -0.08
H (1.4995, 5.5006, 3.0462)  0.03
O (-0.3510, 3.7851, 3.6914)  -0.18
C (-1.0447, 6.5538, 1.5878)  -0.04
H (-0.3334, -4.8565, -4.9886)  0.07
H (-2.7700, -2.0795, 0.3480)  0.11
H (-2.1395, 4.5235, 2.9931)  0.10
Cl (0.4770, 0.9923, -0.4384)  0.39
C (-1.9149, -3.4888, 1.7733)  -0.10
N (3.1273, -1.6799, -1.6916)  -0.18
H (-1.7526, 3.2495, -0.8796)  -0.06
H (-2.0792, -1.8120, 5.3910)  0.13
C (-1.0883, 3.6035, -1.6852)  -0.24
C (0.5659, -2.1494, 4.5063)  0.00
C (3.1888, -0.7775, -2.8203)  -0.05
N (-0.9478, 1.1041, 4.3859)  0.07
S (1.5312, 0.6713, 3.2877)  0.72
H (-1.7063, 4.0320, -2.4913)  0.04
H (2.1851, -0.6072, -3.2368)  0.08
H (-0.9370, 2.1202, 4.1668)  0.09

The calculation puts the HOMO-LUMO gap (alpha / beta) at 0.1595 / 0.1595 Ha. For the relative energy (zero: lowest compared OMol25 entry of this formula, charge and spin), the calculation gives 262.77 kJ/mol. For the HOMO energy (alpha / beta), the calculation gives -6.064 / -6.064 eV. The calculation puts the total energy at -98646.6159 eV. As for the spin multiplicity: 1. The value obtained for the maximum force is 0.0412 hartree/bohr.


Entry 3:
Entry from OMol25: a single C2H4FN molecule in a non-equilibrium geometry (ωB97M-V with the def2-TZVPD basis set).

Last column: Löwdin charge in e.
Geometry (Å):
H (0.7984, -1.3111, -0.4850)  0.11
H (1.8091, 0.3932, -0.3947)  0.10
H (-0.5722, 1.3407, -0.2519)  0.07
F (-2.6259, 0.3137, 0.0353)  -0.15
C (-0.3043, 0.3704, -0.0403)  -0.12
H (1.3449, -0.2978, 1.0692)  0.05
N (-1.4709, -0.4808, 0.0120)  0.04
C (1.0209, -0.3283, 0.0555)  -0.10

The calculation puts the HOMO-LUMO gap at 0.3947 Ha. For the relative energy (zero: lowest compared OMol25 entry of this formula, charge and spin), the calculation gives 295.46 kJ/mol. For the HOMO energy, the calculation gives -10.206 eV. The calculation puts the total energy at -6342.9373 eV. As for the spin multiplicity: 1. Its structure (SMILES) is C/C=N/F. The value obtained for the maximum force is 0.1688 hartree/bohr.